1.
ORCA calculation (the ωB97M-V functional and the def2-TZVPD basis) on a 2-piece molecular cluster, C3H6BrNO2 overall in a non-equilibrium geometry.

```
13
C3H6BrNO2 (the ωB97M-V functional and the def2-TZVPD basis)
H -0.670 2.146 -0.622
N -1.398 1.501 -0.757
C -1.690 0.657 0.113
Br -3.361 -0.199 -0.130
H -1.193 0.047 0.932
C 0.962 -0.776 0.924
C 1.283 -0.637 -0.361
O 2.019 0.476 -0.698
O 1.113 -1.318 -1.485
H 1.094 0.161 1.549
H 0.551 -1.631 1.318
H 1.865 0.923 -1.499
H 0.360 -1.959 -1.439
```

The calculation puts the orbital gap at 9.6 eV. As for the molecular weight: 167.99 g/mol. For the LUMO energy, the calculation gives 0.5 eV. As for the multiplicity: 1. For the HOMO energy, the calculation gives -9.08 eV. As for the structure (SMILES): [H]/N=C/Br.C=C(O)O. Its total charge is 0. The total energy comes out at -2897.0813 hartree. The relative energy (zero: lowest compared OMol25 entry of this formula, charge and spin) is 2.101 eV.

=====

2.
ORCA calculation (the ωB97M-V functional and the def2-TZVPD basis) on a 13-piece molecular cluster, C52H79BrF4N14O4S overall in a non-equilibrium geometry.

```
155
C52H79BrF4N14O4S (the ωB97M-V functional and the def2-TZVPD basis)
C 8.211 -3.626 -2.163
C 7.369 -2.654 -3.058
C 5.827 -2.988 -3.034
C 5.076 -1.621 -2.966
C 3.572 -1.888 -3.263
C 2.757 -0.609 -2.834
C 1.423 -0.977 -2.067
C 1.375 -0.256 -0.691
C 0.621 -0.961 0.486
C -0.520 -1.809 -0.124
C -1.508 -1.196 -1.117
C -1.591 0.103 -1.597
C -2.548 0.555 -2.568
C -3.475 -0.368 -3.066
C -4.476 0.068 -4.133
C -3.402 -1.683 -2.568
C -2.473 -2.099 -1.635
C -0.033 0.063 1.550
N -0.013 1.464 1.095
C -1.545 -0.136 1.926
C -2.240 1.114 2.537
F -2.873 1.839 1.537
C 0.835 0.137 2.877
C 0.257 -0.188 4.264
C 0.973 0.663 5.375
C 0.220 1.986 5.698
Br 0.941 -0.460 7.025
C 2.094 -0.734 2.367
F 2.581 -1.171 3.598
S 3.406 0.503 1.966
O 2.930 1.632 1.227
O 4.600 -0.003 1.387
F 3.852 1.076 3.403
N 1.566 -1.744 1.411
C 2.836 -2.412 0.840
O 2.946 -2.775 -0.331
O 3.717 -2.708 1.658
C 1.016 -2.947 2.133
C 0.866 -4.256 1.332
F -0.162 -2.702 2.818
H 8.842 -4.263 -2.804
H 7.527 -4.214 -1.532
H 8.866 -3.024 -1.516
H 7.705 -2.615 -4.101
H 7.479 -1.640 -2.640
H 5.599 -3.591 -2.137
H 5.539 -3.542 -3.945
H 5.494 -0.902 -3.686
H 5.135 -1.287 -1.916
H 3.386 -2.050 -4.338
H 3.227 -2.783 -2.726
H 2.489 -0.115 -3.788
H 3.378 0.117 -2.284
H 0.622 -0.671 -2.760
H 1.397 -2.071 -2.039
H 1.005 0.752 -0.901
H 2.447 -0.117 -0.459
H -1.147 -2.322 0.632
H -0.052 -2.664 -0.649
H -0.857 0.830 -1.253
H -2.525 1.597 -2.891
H -5.415 -0.497 -4.075
H -4.602 1.159 -4.152
H -4.017 -0.200 -5.107
H -4.104 -2.428 -2.960
H -2.483 -3.155 -1.338
H 0.180 2.165 1.782
H -0.696 1.712 0.396
H -1.733 -0.919 2.683
H -2.224 -0.360 1.088
H -3.022 0.773 3.244
H -1.556 1.722 3.156
H 1.370 1.084 3.081
H -0.810 0.026 4.415
H 0.382 -1.231 4.593
H 2.036 0.829 5.167
H 0.761 2.834 5.236
H 0.300 2.158 6.778
H -0.822 1.945 5.368
H 1.714 -3.249 2.929
H 1.494 -5.072 1.723
H -0.172 -4.609 1.477
H 1.034 -4.218 0.251
C -2.163 1.320 8.898
C -2.957 1.194 7.669
N -3.582 1.090 6.709
H -2.727 0.928 9.743
H -1.233 0.762 8.797
H -1.930 2.367 9.078
C -7.536 -3.680 -3.585
C -6.335 -4.325 -3.039
N -5.395 -4.830 -2.609
H -8.125 -4.404 -4.146
H -8.139 -3.282 -2.774
H -7.251 -2.864 -4.247
C -7.013 -1.895 0.534
C -6.899 -1.456 -0.862
N -6.810 -1.121 -1.958
H -7.228 -1.042 1.175
H -7.819 -2.622 0.628
H -6.079 -2.357 0.852
C 4.121 4.291 1.975
C 4.020 5.716 1.629
N 3.942 6.831 1.358
H 3.854 4.145 3.021
H 3.447 3.712 1.352
H 5.140 3.942 1.816
C -2.910 5.037 5.008
C -2.236 4.261 6.057
N -1.709 3.648 6.873
H -2.358 5.955 4.817
H -2.960 4.452 4.090
H -3.920 5.287 5.327
C 4.128 -6.431 -2.665
C 4.256 -6.055 -4.079
N 4.358 -5.756 -5.184
H 3.854 -5.557 -2.075
H 3.360 -7.194 -2.554
H 5.076 -6.823 -2.300
C -8.138 0.796 -4.809
C -8.258 -0.479 -5.529
N -8.352 -1.480 -6.089
H -7.665 1.540 -5.447
H -9.124 1.153 -4.517
H -7.532 0.657 -3.915
C -7.705 1.736 3.409
C -8.561 1.737 2.213
N -9.228 1.737 1.277
H -8.260 1.345 4.260
H -6.829 1.112 3.239
H -7.381 2.751 3.633
C -5.355 3.106 0.038
C -6.086 2.868 -1.210
N -6.651 2.681 -2.193
H -5.933 2.731 0.882
H -4.401 2.582 0.000
H -5.172 4.170 0.177
C 10.090 -4.130 -6.750
C 9.908 -2.906 -5.959
N 9.765 -1.949 -5.338
H 9.500 -4.938 -6.321
H 9.767 -3.959 -7.775
H 11.141 -4.416 -6.750
C 7.020 7.949 0.751
C 8.230 8.776 0.864
N 9.176 9.423 0.952
H 7.242 6.927 1.051
H 6.238 8.346 1.395
H 6.666 7.949 -0.278
C -1.002 4.699 -3.080
C -1.257 4.021 -1.803
N -1.456 3.488 -0.803
H -1.924 4.762 -3.655
H -0.626 5.704 -2.895
H -0.262 4.141 -3.652
```

The calculation puts the orbital gap at 8.4 eV. As for the molecular weight: 1152.26 g/mol. For the LUMO energy, the calculation gives -0.5 eV. As for the multiplicity: 1. For the HOMO energy, the calculation gives -8.96 eV. Its total charge is 0. The total energy comes out at -6467.7522 hartree.

=====

3.
ORCA calculation (the ωB97M-V functional and the def2-TZVPD basis) on C3H16FeO6 as an isolated structure in a non-equilibrium geometry.

```
26
C3H16FeO6 (the ωB97M-V functional and the def2-TZVPD basis)
Fe 6.973 24.633 28.159
C 8.070 24.946 25.233
O 7.726 24.448 26.488
H 9.095 25.325 25.188
H 7.908 24.208 24.444
H 7.429 25.813 25.011
C 9.045 26.881 30.699
C 8.849 26.835 29.195
O 7.666 26.220 28.784
H 9.953 27.444 30.916
H 9.237 25.852 31.026
H 8.189 27.288 31.232
H 9.708 26.376 28.687
H 8.798 27.851 28.779
O 6.005 24.405 30.079
H 6.024 25.184 30.650
H 5.528 23.727 30.569
O 8.518 23.352 28.848
H 8.329 22.437 29.075
H 9.417 23.522 29.149
O 5.226 25.525 27.435
H 4.353 25.162 27.617
H 5.080 26.361 26.978
O 5.980 22.734 27.867
H 5.773 22.371 26.997
H 5.443 22.238 28.495
```

The calculation puts the orbital gap (alpha / beta) at 8.8 / 8.5 eV. As for the molecular weight: 204.00 g/mol. For the LUMO energy (alpha / beta), the calculation gives -3.6 / -3.7 eV. As for the multiplicity: 6. For the HOMO energy (alpha / beta), the calculation gives -12.43 / -12.18 eV. Its total charge is +1. The total energy comes out at -1838.8103 hartree. The relative energy (zero: lowest compared OMol25 entry of this formula, charge and spin) is 0.000 eV. The expectation value of S² is 8.763.

=====

4.
ORCA calculation (the ωB97M-V functional and the def2-TZVPD basis) on a 11-piece molecular cluster, C45H70F8N6O9 overall in a non-equilibrium geometry.

```
138
C45H70F8N6O9 (the ωB97M-V functional and the def2-TZVPD basis)
F -4.340 -1.828 -1.170
C -3.207 -1.865 -0.442
F -3.468 -1.337 0.794
C -2.669 -3.290 -0.286
F -3.528 -4.023 0.491
F -1.493 -3.238 0.409
C -2.471 -3.999 -1.613
O -1.573 -3.199 -2.367
C -1.822 -3.120 -3.734
F -1.831 -4.360 -4.282
F -3.008 -2.531 -3.955
C -0.653 -2.273 -4.255
F 0.533 -2.833 -3.937
F -0.723 -2.168 -5.600
H -2.396 -1.249 -0.848
H -3.472 -4.102 -2.038
H -2.005 -4.976 -1.500
H -0.691 -1.292 -3.774
O 4.951 3.142 3.025
C 3.808 3.473 3.180
C 3.189 4.851 3.111
C 1.739 4.509 2.736
C 1.545 3.135 3.374
O 2.850 2.559 3.458
H 3.262 5.259 4.122
H 3.660 5.499 2.380
H 1.074 5.265 3.157
H 1.695 4.578 1.649
H 1.067 3.280 4.344
H 0.879 2.535 2.757
O -2.235 0.521 -2.993
C -3.425 0.684 -3.027
C -4.287 1.394 -1.996
C -5.604 1.598 -2.773
C -5.536 0.581 -3.901
O -4.157 0.266 -4.067
H -4.431 0.718 -1.154
H -3.761 2.293 -1.690
H -6.454 1.500 -2.100
H -5.645 2.622 -3.148
H -6.063 -0.337 -3.630
H -6.012 0.960 -4.802
O 3.734 2.864 -5.994
C 2.822 2.130 -5.762
C 1.612 2.319 -4.872
C 0.653 1.262 -5.371
C 1.574 0.176 -5.920
O 2.746 0.899 -6.317
H 1.908 2.196 -3.829
H 1.239 3.333 -5.017
H -0.084 0.935 -4.640
H 0.104 1.669 -6.224
H 1.867 -0.546 -5.158
H 1.062 -0.307 -6.749
O 1.311 0.025 -2.639
C 1.067 0.057 -1.460
C 0.008 -0.725 -0.706
C 0.448 -0.600 0.746
C 1.247 0.706 0.709
O 1.791 0.790 -0.612
H -0.950 -0.253 -0.942
H -0.003 -1.731 -1.123
H -0.345 -0.559 1.486
H 1.203 -1.352 0.987
H 0.558 1.527 0.925
H 2.054 0.689 1.437
C 1.763 -3.953 -1.161
C 3.138 -3.270 -1.041
C 3.915 -3.579 0.227
C 3.109 -3.479 1.457
N 2.517 -3.404 2.438
H 1.868 -5.034 -1.041
H 1.326 -3.745 -2.131
H 1.110 -3.631 -0.348
H 3.016 -2.183 -1.154
H 3.735 -3.431 -1.942
H 4.790 -2.946 0.385
H 4.322 -4.591 0.161
C -1.672 -4.425 5.162
C -1.301 -3.074 4.581
C -2.384 -2.428 3.711
C -3.530 -2.004 4.523
N -4.421 -1.681 5.171
H -0.945 -4.744 5.914
H -1.640 -5.235 4.428
H -2.638 -4.433 5.668
H -0.361 -3.140 4.029
H -1.067 -2.418 5.425
H -2.677 -3.164 2.960
H -1.966 -1.565 3.196
C -1.389 5.007 -0.426
C -0.256 4.024 -0.713
C -0.620 3.103 -1.898
C -1.084 3.767 -3.119
N -1.416 4.292 -4.085
H -2.292 4.450 -0.171
H -1.586 5.576 -1.340
H -1.162 5.789 0.298
H -0.020 3.404 0.150
H 0.622 4.601 -1.014
H -1.335 2.357 -1.547
H 0.289 2.559 -2.174
C 2.413 0.458 6.820
C 2.429 -0.982 6.348
C 2.001 -1.177 4.904
C 0.799 -0.438 4.497
N -0.162 0.088 4.155
H 2.636 0.589 7.880
H 1.465 0.996 6.704
H 3.112 1.091 6.262
H 1.793 -1.512 7.062
H 3.447 -1.329 6.527
H 1.753 -2.222 4.712
H 2.751 -0.895 4.161
C -5.350 1.073 3.192
C -4.146 1.621 3.933
C -3.122 2.329 3.038
C -2.755 1.622 1.798
N -2.461 1.075 0.834
H -5.118 0.161 2.636
H -5.698 1.805 2.456
H -6.185 0.826 3.845
H -3.652 0.808 4.465
H -4.518 2.296 4.705
H -2.172 2.307 3.585
H -3.356 3.354 2.753
C 5.233 0.023 -1.887
C 4.722 0.023 -3.330
C 5.584 -0.707 -4.342
C 5.746 -2.135 -4.076
N 5.867 -3.245 -3.807
H 5.299 -0.962 -1.421
H 4.612 0.681 -1.280
H 6.243 0.443 -1.860
H 4.620 1.075 -3.601
H 3.704 -0.376 -3.353
H 6.573 -0.239 -4.384
H 5.218 -0.594 -5.366
```

The calculation puts the orbital gap at 10.1 eV. As for the molecular weight: 991.07 g/mol. For the LUMO energy, the calculation gives 0.3 eV. As for the multiplicity: 1. For the HOMO energy, the calculation gives -9.90 eV. As for the structure (SMILES): FC(F)C(F)(F)COC(F)(F)C(F)F.O=C1CCCO1.O=C1CCCO1.O=C1CCCO1.O=C1CCCO1.CCCC#N.CCCC#N.CCCC#N.CCCC#N.CCCC#N.CCCC#N. Its total charge is 0. The total energy comes out at -3561.3669 hartree. The relative energy (zero: lowest compared OMol25 entry of this formula, charge and spin) is 0.000 eV.

=====

5.
ORCA calculation (the ωB97M-V functional and the def2-TZVPD basis) on one molecule with the formula C4H7N3.

```
14
C4H7N3 (the ωB97M-V functional and the def2-TZVPD basis)
N -0.631 -2.434 0.040
C -0.199 -1.096 0.154
C 0.403 -0.515 1.243
N 0.526 0.836 0.975
C 0.022 1.113 -0.258
N -0.109 2.459 -0.644
C -0.412 -0.070 -0.817
H -0.147 -3.046 0.685
H -0.524 -2.795 -0.899
H 0.696 -0.927 2.197
H 0.866 1.541 1.605
H 0.735 2.907 -0.968
H -0.871 2.604 -1.289
H -0.844 -0.194 -1.803
```

The calculation puts the orbital gap at 8.3 eV. As for the molecular weight: 97.12 g/mol. For the LUMO energy, the calculation gives 1.1 eV. As for the multiplicity: 1. For the HOMO energy, the calculation gives -7.18 eV. As for the structure (SMILES): Nc1c[nH]c(N)c1. Its total charge is 0. The total energy comes out at -320.8812 hartree. The relative energy (zero: lowest compared OMol25 entry of this formula, charge and spin) is 0.058 eV.

=====

6.
ORCA calculation (the ωB97M-V functional and the def2-TZVPD basis) on C35H31N4O3PtS as an isolated structure in a non-equilibrium geometry.

```
75
C35H31N4O3PtS (the ωB97M-V functional and the def2-TZVPD basis)
Pt -0.038 -0.551 0.663
O 1.940 -0.647 0.451
C 2.661 0.374 -0.114
C 2.439 1.736 0.597
C 1.077 2.398 0.654
C 1.067 3.656 1.248
C -0.132 4.284 1.534
C -1.293 3.587 1.255
C -1.228 2.345 0.635
C -2.567 1.659 0.470
C -2.706 0.225 -0.123
O -2.013 -0.725 0.584
C -2.402 0.157 -1.622
C -1.976 1.236 -2.387
C -1.854 1.112 -3.762
C -2.144 -0.085 -4.390
C -2.512 -1.181 -3.628
C -2.638 -1.060 -2.258
C -4.210 -0.074 0.045
C -4.612 -0.919 1.071
C -5.952 -1.178 1.290
C -6.911 -0.592 0.483
C -6.517 0.245 -0.548
C -5.175 0.502 -0.771
N -0.059 1.781 0.287
C 2.454 0.592 -1.614
C 3.416 1.302 -2.330
C 3.269 1.510 -3.688
C 2.173 0.985 -4.353
C 1.236 0.247 -3.652
C 1.368 0.058 -2.287
C 4.110 -0.122 0.056
C 4.448 -1.251 -0.688
C 5.692 -1.837 -0.572
C 6.624 -1.318 0.313
C 6.279 -0.234 1.099
C 5.030 0.357 0.978
H 3.158 2.459 0.198
H 2.685 1.560 1.649
H 2.002 4.139 1.492
H -0.161 5.259 2.004
H -2.258 3.996 1.518
H -3.234 2.328 -0.085
H -2.970 1.579 1.488
H -1.718 2.176 -1.924
H -1.509 1.956 -4.344
H -2.071 -0.168 -5.468
H -2.699 -2.133 -4.106
H -2.917 -1.911 -1.654
H -3.846 -1.369 1.686
H -6.249 -1.833 2.098
H -7.962 -0.784 0.660
H -7.264 0.705 -1.179
H -4.878 1.152 -1.583
H 4.293 1.684 -1.823
H 4.022 2.069 -4.231
H 2.067 1.140 -5.419
H 0.399 -0.190 -4.174
H 0.632 -0.516 -1.725
H 3.706 -1.678 -1.346
H 5.930 -2.709 -1.167
H 7.612 -1.757 0.389
H 6.983 0.152 1.824
H 4.791 1.188 1.624
S 0.284 0.544 3.286
C 0.333 -0.679 4.367
N 0.398 -1.530 5.153
N 0.954 -2.954 2.183
C 0.834 -3.648 1.043
N 1.384 -4.921 1.056
O 0.272 -3.209 0.051
H 1.559 -3.226 2.937
H 0.708 -1.960 2.080
H 1.536 -5.354 1.953
H 1.053 -5.536 0.329
```

The calculation puts the orbital gap (alpha / beta) at 6.9 / 6.9 eV. As for the molecular weight: 782.80 g/mol. For the LUMO energy (alpha / beta), the calculation gives 2.4 / 2.4 eV. As for the multiplicity: 1. For the HOMO energy (alpha / beta), the calculation gives -4.51 / -4.51 eV. Its total charge is -1. The total energy comes out at -2314.6652 hartree. The relative energy (zero: lowest compared OMol25 entry of this formula, charge and spin) is 2.508 eV.

=====

7.
ORCA calculation (the ωB97M-V functional and the def2-TZVPD basis) on a 2-piece molecular cluster, CH3BF2O2 overall in a non-equilibrium geometry.

```
9
CH3BF2O2 (the ωB97M-V functional and the def2-TZVPD basis)
B -0.312 0.178 -0.199
C -1.710 0.563 0.413
O 0.750 -0.133 0.618
O -0.258 0.094 -1.530
F -1.264 2.126 1.365
F -2.812 0.903 -0.187
H -1.811 0.121 1.466
H 1.021 0.634 1.091
H 0.540 -0.139 -2.063
```

The calculation puts the orbital gap at 11.4 eV. As for the molecular weight: 95.84 g/mol. For the LUMO energy, the calculation gives -0.4 eV. As for the multiplicity: 1. For the HOMO energy, the calculation gives -11.75 eV. Its total charge is 0. The total energy comes out at -414.9955 hartree. The relative energy (zero: lowest compared OMol25 entry of this formula, charge and spin) is 1.939 eV.

=====

8.
ORCA calculation (the ωB97M-V functional and the def2-TZVPD basis) on an isolated ion of composition C10H20NO3 and charge +1 in a non-equilibrium geometry.

```
34
C10H20NO3 (the ωB97M-V functional and the def2-TZVPD basis)
C -1.484 0.645 0.289
C 1.262 -0.979 -0.850
C -0.386 -0.334 0.636
C -0.081 -1.553 -0.204
C 0.262 -2.805 0.661
C -1.034 -1.924 -1.382
C 2.091 2.571 -0.303
C -2.785 1.447 -1.599
C -0.250 0.296 2.978
C 2.220 1.171 0.072
N 1.081 0.447 -0.478
O -2.134 1.085 1.160
O -1.545 0.904 -0.970
O 0.089 -0.501 1.870
H 2.082 -1.409 -0.278
H 1.346 -1.130 -1.922
H 0.800 -2.722 1.562
H 0.859 -3.476 0.035
H -0.664 -3.342 0.766
H -1.746 -2.711 -1.081
H -0.427 -2.326 -2.167
H -1.375 -0.980 -1.730
H 1.604 3.111 0.571
H 3.033 3.003 -0.746
H 1.367 2.757 -1.083
H -3.404 1.648 -0.845
H -3.232 0.596 -2.122
H -2.567 2.248 -2.331
H 0.571 0.258 3.769
H -1.192 -0.086 3.295
H -0.403 1.377 2.664
H 2.296 1.064 1.210
H 3.273 0.722 -0.245
H 0.473 0.929 -1.203
```

The calculation puts the orbital gap at 9.6 eV. As for the molecular weight: 202.27 g/mol. For the LUMO energy, the calculation gives -4.0 eV. As for the multiplicity: 1. For the HOMO energy, the calculation gives -13.61 eV. Its total charge is +1. The total energy comes out at -673.1532 hartree. The relative energy (zero: lowest compared OMol25 entry of this formula, charge and spin) is 3.814 eV.